Record 1
Entry from the OMol25 dataset: a molecular structure, C40H48BrGaN7OS (wB97M-V/def2-TZVPD).

Calculated values
Energy, eV: -187990.591
Frontier orbital gap, eV: 6.2
Lowest unoccupied orbital energy, eV: 1.66

```
! RIJCOSX wB97M-V def2-TZVPD def2/J DEFGRID3
* xyz -1 1
C -0.40006 -2.08660 2.22787
C -1.82599 -1.63325 1.96423
C -1.99539 -0.16659 1.63388
Br -0.83963 0.35492 0.10210
Ga -1.67625 1.22504 3.10424
S -2.66418 0.34840 5.02606
C 0.29222 1.69420 3.37250
O 0.87694 1.43270 4.66979
C 1.34455 0.12461 4.82007
H 0.11396 -2.33829 1.30064
H 0.17833 -1.30366 2.71874
H -0.37729 -2.96396 2.87465
H -2.26941 -2.27083 1.19391
H -2.41573 -1.76863 2.87482
H -2.98296 -0.00408 1.20819
H -2.47190 2.53625 2.70477
H -1.75819 0.54582 5.98372
H 0.38651 2.77393 3.24514
H 0.94596 1.23229 2.61942
H 2.06369 0.10300 5.63966
H 1.85228 -0.22055 3.90927
H 0.52820 -0.57570 5.04027
N -2.39629 -4.29226 -0.72179
C -2.51364 -5.61482 -0.65341
C -1.51516 -6.49646 -1.04275
C -0.32842 -5.97407 -1.53392
C -0.19437 -4.59863 -1.61001
C -1.25169 -3.80092 -1.18998
H -3.45388 -5.99200 -0.26399
H -1.66998 -7.56434 -0.95826
H 0.48632 -6.61258 -1.85177
H 0.72224 -4.16057 -1.97960
H -1.16362 -2.71983 -1.22442
N -3.73786 4.06129 0.73689
C -4.13380 5.11534 1.44006
C -4.02622 6.42158 0.97847
C -3.47379 6.63780 -0.27446
C -3.04235 5.54357 -1.00652
C -3.19314 4.27772 -0.45375
H -4.54288 4.90410 2.42220
H -4.36765 7.24530 1.59167
H -3.37331 7.64090 -0.67009
H -2.58771 5.66090 -1.98126
H -2.85024 3.39712 -0.98856
N 1.13967 4.86296 -0.28928
C 0.97827 3.54308 -0.20977
C 1.95036 2.63216 -0.60944
C 3.13911 3.11868 -1.12440
C 3.31661 4.49125 -1.21368
C 2.28926 5.31525 -0.78149
H 0.03838 3.18906 0.19825
H 1.76492 1.57126 -0.51311
H 3.91906 2.43926 -1.44564
H 4.23066 4.91836 -1.60524
H 2.39737 6.39434 -0.83331
N 2.98413 -5.37722 -2.50099
C 3.83436 -5.80835 -1.57451
C 5.20479 -5.89901 -1.77754
C 5.71940 -5.52438 -3.00780
C 4.84068 -5.07111 -3.97913
C 3.48836 -5.01413 -3.67759
H 3.39996 -6.09060 -0.62126
H 5.84719 -6.25656 -0.98403
H 6.77705 -5.58673 -3.22233
H 5.20188 -4.76590 -4.95226
H 2.77540 -4.65846 -4.41417
N 7.46355 -6.88505 -5.46035
C 8.66502 -7.44131 -5.33738
C 9.05642 -8.57817 -6.02971
C 8.15006 -9.16965 -6.89500
C 6.89443 -8.60018 -7.02863
C 6.60100 -7.46174 -6.29137
H 9.35153 -6.95709 -4.65109
H 10.04822 -8.98566 -5.88857
H 8.41654 -10.05828 -7.45239
H 6.15036 -9.02588 -7.68790
H 5.62416 -6.99632 -6.36835
N -1.08796 2.94342 8.04495
C -1.54166 3.94853 8.78779
C -1.69067 5.24610 8.32269
C -1.34380 5.51503 7.00618
C -0.86822 4.47874 6.22483
C -0.75917 3.20819 6.78060
H -1.80534 3.70587 9.81303
H -2.07165 6.02001 8.97647
H -1.44779 6.51344 6.59930
H -0.59148 4.62813 5.18950
H -0.39065 2.38463 6.17903
N -7.82732 6.75744 -2.08217
C -6.75017 6.05329 -1.74135
C -6.41011 4.84033 -2.32690
C -7.23429 4.33362 -3.31742
C -8.35854 5.05783 -3.68225
C -8.60843 6.25917 -3.03628
H -6.12686 6.47190 -0.95990
H -5.52240 4.31307 -2.00570
H -7.00556 3.38879 -3.79372
H -9.03324 4.70188 -4.44943
H -9.48105 6.84860 -3.29850
*
```

Record 2
Entry from the OMol25 dataset: 8 unconnected molecules or ions with the total composition C43H59O21P (wB97M-V/def2-TZVPD).

Calculated values
SMILES: c1ccc(CCPCc2ccccc2)cc1.C[C@@H]1COC(=O)O1.C[C@@H]1COC(=O)O1.C[C@@H]1COC(=O)O1.C[C@@H]1COC(=O)O1.C[C@@H]1COC(=O)O1.C[C@@H]1COC(=O)O1.C[C@@H]1COC(=O)O1
Energy, eV: -97836.010
Frontier orbital gap, eV: 8.4
Lowest unoccupied orbital energy, eV: 0.49

```
! RIJCOSX wB97M-V def2-TZVPD def2/J DEFGRID3
* xyz 0 1
C 4.38008 -0.45953 -0.92259
C 4.41579 -1.45713 0.09820
C 4.41097 -2.75591 -0.32694
C 4.36850 -3.13809 -1.67110
C 4.31579 -4.62336 -2.05190
C 3.37903 -5.45732 -1.15276
P 1.64944 -5.61043 -1.87505
C 0.50474 -4.60086 -0.78261
C 0.03945 -3.34398 -1.52283
C -1.22848 -2.80755 -1.30010
C -1.61724 -1.65864 -1.96189
C -0.78537 -1.00692 -2.85873
C 0.47948 -1.52679 -3.09723
C 0.84963 -2.68655 -2.43689
C 4.36703 -2.17679 -2.65460
C 4.37143 -0.81575 -2.24025
H 4.35079 0.58327 -0.61364
H 4.41416 -1.24230 1.16015
H 4.41805 -3.54604 0.42539
H 3.98160 -4.67015 -3.09974
H 5.34155 -5.02644 -2.03738
H 3.79677 -6.46206 -0.98963
H 3.24398 -5.02191 -0.15367
H 1.27530 -6.95831 -1.67188
H -0.37769 -5.22497 -0.57608
H 0.97198 -4.34577 0.18002
H -1.94501 -3.27014 -0.62119
H -2.61713 -1.24127 -1.81578
H -1.07452 -0.10484 -3.39950
H 1.16243 -1.04410 -3.79438
H 1.83598 -3.08919 -2.66232
H 4.33912 -2.45068 -3.70753
H 4.34703 -0.05385 -3.01956
C 4.64963 3.60247 4.53847
C 4.87236 2.34468 3.73490
C 4.60547 2.50198 2.26197
O 4.20381 1.18048 1.87125
C 3.66826 0.59995 2.98206
O 3.05716 -0.41876 2.97323
O 3.92643 1.32970 4.09394
H 4.88116 3.43017 5.58927
H 5.27537 4.41865 4.17595
H 3.60348 3.90964 4.49510
H 5.87693 1.95146 3.91643
H 5.48915 2.81369 1.70833
H 3.78480 3.19015 2.04289
C 7.09544 -3.90380 -7.78952
C 5.82075 -3.14303 -7.51539
C 5.52593 -2.05424 -8.51686
O 4.78055 -1.11601 -7.73515
C 5.17784 -1.26698 -6.44468
O 4.91209 -0.51393 -5.56570
O 5.91865 -2.39588 -6.29380
H 7.23715 -4.68850 -7.04591
H 7.07297 -4.36204 -8.77877
H 7.96193 -3.24434 -7.72102
H 4.97963 -3.83593 -7.42221
H 4.93664 -2.40672 -9.36091
H 6.42552 -1.55855 -8.89107
C -0.28714 0.52046 0.43773
C -1.52208 1.26317 0.87500
C -1.88229 2.42348 -0.01122
O -2.55492 3.30919 0.89661
C -2.05139 3.05515 2.13757
O -2.23612 3.74565 3.08817
O -1.31715 1.91789 2.14154
H -0.09302 -0.32127 1.10344
H -0.39691 0.14133 -0.57578
H 0.59367 1.16441 0.48396
H -2.36098 0.56932 0.98321
H -2.53998 2.13270 -0.82676
H -1.01272 2.94492 -0.42013
C 1.35930 7.38959 4.05587
C 2.30367 7.83146 5.14817
C 3.31389 8.85971 4.70607
O 4.41658 8.59789 5.57883
C 4.34678 7.28658 5.92766
O 5.21535 6.68842 6.47406
O 3.15110 6.74946 5.56664
H 0.64111 6.66612 4.44250
H 0.81076 8.23770 3.64525
H 1.90401 6.89343 3.25083
H 1.73911 8.17526 6.01927
H 2.95786 9.88034 4.83024
H 3.64639 8.72024 3.67398
C 2.22920 -9.57003 3.46958
C 1.84704 -9.31573 2.03141
C 1.69833 -7.85560 1.68374
O 0.73546 -7.89023 0.62692
C -0.02625 -9.00182 0.81761
O -1.04109 -9.22656 0.24537
O 0.53299 -9.81784 1.75066
H 2.34372 -10.63941 3.64911
H 3.16711 -9.07297 3.71956
H 1.44796 -9.21879 4.14523
H 2.55105 -9.81483 1.35905
H 2.62995 -7.40796 1.34086
H 1.29428 -7.25500 2.50306
C -7.73820 3.28950 0.25997
C -6.55416 2.35576 0.20650
C -5.44222 2.82260 -0.69468
O -4.84285 1.58645 -1.11216
C -5.82028 0.63840 -1.05751
O -5.72233 -0.44884 -1.52800
O -6.91043 1.09945 -0.39931
H -8.48927 2.90527 0.94262
H -7.44318 4.28197 0.59278
H -8.21279 3.36779 -0.72086
H -6.18828 2.15328 1.21715
H -4.71933 3.44607 -0.17321
H -5.79725 3.35096 -1.58346
C -13.89848 5.40424 0.80020
C -12.51625 4.95483 0.39251
C -12.16170 3.56352 0.85248
O -10.73876 3.64130 0.98372
C -10.43012 4.93859 1.24922
O -9.36676 5.32364 1.61643
O -11.50557 5.74171 1.04012
H -14.10087 6.40510 0.41814
H -14.66026 4.72490 0.41654
H -13.98289 5.45844 1.88656
H -12.38754 5.06156 -0.68841
H -12.44101 2.79726 0.13229
H -12.58760 3.31044 1.82666
*
```